Entry 1:
Computed, not measured: 3 unconnected molecules or ions with the total composition C5H18NO2 at a distorted geometry, with ωB97M-V with the def2-TZVPD basis set.

Element x y z (Å)
1 C 2.345 0.177 0.445
2 C 0.924 0.667 0.116
3 C -0.208 -0.580 0.346
4 C -0.538 -1.233 -0.950
5 C 0.150 -1.554 1.456
6 N 0.474 1.876 0.778
7 H 2.614 -0.519 -0.285
8 H 2.551 -0.357 1.451
9 H 3.089 0.954 0.462
10 H 1.021 0.953 -0.938
11 H -1.034 0.136 0.722
12 H 0.081 -1.095 -1.800
13 H -1.463 -0.955 -1.282
14 H -0.556 -2.272 -0.818
15 H 0.825 -1.113 2.237
16 H 0.673 -2.588 1.023
17 H -0.818 -1.795 1.988
18 H 0.126 1.760 1.790
19 H -0.117 2.372 0.061
20 H 1.263 2.415 0.806
21 H -1.998 1.856 3.613
22 H -0.520 1.422 4.180
23 O -1.021 1.907 3.360
24 H -2.139 -0.264 -6.682
25 H -3.341 -1.136 -6.079
26 O -2.382 -1.033 -6.000

Summary:
calculated total energy: -11053.94095 eV
2S+1: 1
orbital gap: 0.3708 Ha
energy above the lowest of the compared OMol25 structures with the same formula, charge and spin: 2.639 eV
net charge: +1

These are the natural (NBO) partial charges, in e, on atoms 1 to 2:
1. C -0.65
2. C -0.06

Entry 2:
Computed, not measured: 3 unconnected molecules or ions with the total composition C5H18NO2 at a distorted geometry, with ωB97M-V with the def2-TZVPD basis set.

Element x y z (Å)
1 C 0.263 -0.955 1.848
2 C 0.140 -0.858 0.328
3 C -0.952 0.112 -0.334
4 C -2.315 -0.438 0.093
5 C -0.795 1.489 0.300
6 N 1.368 -0.668 -0.516
7 H -0.773 -0.975 2.175
8 H 0.811 -0.158 2.322
9 H 0.746 -1.916 2.034
10 H -0.311 -1.767 -0.098
11 H -0.865 0.116 -1.439
12 H -3.092 0.302 -0.166
13 H -2.398 -0.782 1.115
14 H -2.772 -1.295 -0.431
15 H -0.025 2.117 -0.170
16 H -0.513 1.382 1.343
17 H -1.734 2.036 0.370
18 H 1.607 0.327 -0.457
19 H 1.171 -0.794 -1.510
20 H 2.161 -1.256 -0.254
21 H 4.001 0.068 1.209
22 H 3.547 1.445 1.738
23 O 3.305 0.730 1.133
24 H -1.574 0.696 -3.331
25 H -0.241 0.861 -3.879
26 O -0.758 0.181 -3.424

Summary:
calculated total energy: -11055.53212 eV
2S+1: 1
orbital gap: 0.4265 Ha
energy above the lowest of the compared OMol25 structures with the same formula, charge and spin: 1.047 eV
net charge: +1

These are the natural (NBO) partial charges, in e, on atoms 1 to 2:
1. C -0.64
2. C -0.04

Entry 3:
Computed, not measured: 4 unconnected molecules or ions with the total composition C5H18O3 at a distorted geometry, with ωB97M-V with the def2-TZVPD basis set.

Element x y z (Å)
1 C 1.933 1.612 1.540
2 C 0.933 1.770 0.350
3 C 0.266 0.378 -0.013
4 C -0.810 0.557 -1.063
5 C -1.943 -0.508 -1.170
6 H 2.347 2.555 1.696
7 H 2.697 0.893 1.222
8 H 1.430 1.090 2.400
9 H 1.621 2.178 -0.376
10 H 0.121 2.474 0.618
11 H 1.179 -0.261 -0.282
12 H -0.187 0.182 0.953
13 H -1.336 1.546 -1.056
14 H -0.384 0.705 -2.028
15 H -1.678 -1.432 -0.673
16 H -2.801 -0.188 -0.608
17 H -2.216 -0.645 -2.374
18 H -1.602 2.506 1.852
19 H -1.430 1.067 1.736
20 O -1.310 1.761 2.385
21 H -0.721 -2.345 -1.402
22 H -0.987 -3.772 -0.921
23 O -0.428 -3.265 -1.544
24 H 1.036 -2.843 -0.775
25 H 2.228 -3.137 0.219
26 O 2.042 -2.878 -0.685

Summary:
calculated total energy: -11617.13840 eV
2S+1: 2
orbital gap (alpha / beta): 0.0989 / 0.4011 Ha
energy above the lowest of the compared OMol25 structures with the same formula, charge and spin: 0.619 eV
net charge: -1

These are the natural (NBO) partial charges, in e, on atoms 1 to 2:
1. C -0.61
2. C -0.38

Entry 4:
Computed, not measured: a molecular structure, C5H19N2O4 at a distorted geometry, with ωB97M-V with the def2-TZVPD basis set.

Element x y z (Å)
1 N 0.079 -1.647 3.589
2 C 0.792 -1.472 2.335
3 C -0.221 -0.955 1.305
4 N 0.263 -1.119 -0.122
5 C 1.646 0.827 0.188
6 C 1.618 -0.597 -0.366
7 C 1.770 -0.806 -1.905
8 O 1.240 0.285 -2.683
9 H -0.573 -2.418 3.557
10 H -0.463 -0.833 3.858
11 H 1.327 -2.360 1.976
12 H 1.530 -0.667 2.408
13 H -0.694 0.041 1.455
14 H -1.036 -1.670 1.381
15 H -0.455 -0.872 -0.785
16 H 2.290 1.501 -0.397
17 H 0.696 1.327 -0.091
18 H 1.849 1.068 1.230
19 H 2.357 -1.234 0.130
20 H 1.354 -1.761 -2.179
21 H 2.820 -0.548 -2.196
22 H -2.103 3.868 0.287
23 H -2.371 2.444 -0.090
24 O -2.008 2.990 0.673
25 H -2.171 0.834 -1.720
26 H -3.588 1.914 -1.991
27 O -3.094 1.518 -1.270
28 H 0.229 0.260 -2.908
29 H -1.714 -0.176 -3.226
30 O -1.369 0.256 -2.442

Summary:
calculated total energy: -16663.38002 eV
2S+1: 1
orbital gap: 0.3112 Ha
energy above the lowest of the compared OMol25 structures with the same formula, charge and spin: 1.335 eV
net charge: -1

These are the natural (NBO) partial charges, in e, on atoms 1 to 2:
1. N -0.85
2. C -0.24

Entry 5:
Computed, not measured: 4 unconnected molecules or ions with the total composition C5H19N2O4 at a distorted geometry, with ωB97M-V with the def2-TZVPD basis set.

Element x y z (Å)
1 C -0.340 1.631 -1.027
2 N 0.346 2.447 -0.049
3 C 1.927 2.414 -0.066
4 O 2.482 1.287 0.284
5 C -0.964 0.370 -0.465
6 C 0.060 -0.649 0.070
7 C -0.356 -1.447 1.306
8 N -1.873 -0.300 -1.441
9 H -1.062 2.235 -1.596
10 H 0.364 1.333 -1.825
11 H 0.122 2.172 0.908
12 H 2.120 2.807 -1.084
13 H 2.013 3.286 0.620
14 H -1.636 0.611 0.365
15 H 0.910 -0.007 0.317
16 H 0.348 -1.324 -0.727
17 H -0.037 -2.488 1.227
18 H -1.413 -1.330 1.541
19 H 0.079 -1.015 2.214
20 H -1.540 -0.180 -2.385
21 H -2.808 0.086 -1.423
22 H 0.591 -3.727 -0.977
23 H 1.154 -2.348 -1.723
24 O 0.963 -3.283 -1.741
25 H 1.907 1.682 3.135
26 H 2.543 1.220 1.794
27 O 2.710 1.252 2.824
28 H -2.476 -2.208 0.614
29 H -2.946 -1.994 -0.739
30 O -3.188 -2.533 0.049

Summary:
calculated total energy: -16663.49213 eV
2S+1: 1
orbital gap: 0.2790 Ha
energy above the lowest of the compared OMol25 structures with the same formula, charge and spin: 1.223 eV
net charge: -1

These are the natural (NBO) partial charges, in e, on atoms 1 to 2:
1. C -0.23
2. N -0.71

Entry 6:
Computed, not measured: 4 unconnected molecules or ions with the total composition C5H19NO3S2 at a distorted geometry, with ωB97M-V with the def2-TZVPD basis set.

Element x y z (Å)
1 C 1.778 1.260 -1.198
2 C 1.815 2.083 0.079
3 S 2.529 1.288 1.575
4 C 0.382 0.822 -1.658
5 N -0.341 -0.135 -0.890
6 C -0.651 -1.430 -1.446
7 C -1.275 -2.374 -0.431
8 S -2.808 -1.602 0.068
9 H 2.511 0.445 -1.242
10 H 2.187 1.887 -2.004
11 H 0.876 2.544 0.321
12 H 2.486 2.987 0.106
13 H 1.468 1.061 2.358
14 H 0.301 0.616 -2.700
15 H -0.217 1.714 -1.653
16 H -0.334 -0.123 0.122
17 H -1.429 -1.260 -2.229
18 H 0.231 -1.798 -2.032
19 H -1.330 -3.340 -0.855
20 H -0.689 -2.390 0.424
21 H -2.767 -2.047 1.340
22 H 2.078 -1.318 2.448
23 H 2.066 -2.930 2.572
24 O 1.731 -2.110 2.124
25 H -2.009 1.734 -1.630
26 H -3.456 1.316 -1.596
27 O -2.873 1.910 -2.031
28 H -1.197 0.626 2.746
29 H -0.466 -0.167 3.842
30 O -0.597 0.731 3.469

Summary:
calculated total energy: -34787.00432 eV
2S+1: 2
orbital gap (alpha / beta): 0.3516 / 0.1809 Ha
energy above the lowest of the compared OMol25 structures with the same formula, charge and spin: 0.458 eV
net charge: +1

These are the natural (NBO) partial charges, in e, on atoms 1 to 2:
1. C -0.43
2. C -0.55

> Look up the net charge of the fourth one.

-1

> The highest energy above the lowest of the compared OMol25 structures with the same formula, charge and spin belongs to which entry?

number 1